ORCA calculation (ωB97M-V/def2-TZVPD) on a 2-piece molecular cluster, C5H13O2PS2 overall at a distorted geometry.

Each line ends with the Mulliken charge.
Cartesian coordinates (Å):
C -0.99736 0.83235 1.27212  -1.51
C -2.22969 0.38186 -0.80813  -1.43
C -2.61046 -1.26905 1.06019  -1.55
C 3.49137 -1.15801 -0.14085  -0.67
C -1.57851 -0.32845 0.37494  1.19
O 1.88504 1.30676 -2.44144  -0.49
O 3.20990 -0.26361 -1.21650  -0.30
P 2.08035 0.81032 -0.91379  0.68
S 2.71793 2.29264 0.25869  -0.35
S -0.17996 -1.28515 -0.26506  -0.14
H -0.38011 1.60573 0.68076  0.25
H -1.76920 1.44947 1.64564  0.46
H -0.57939 0.42459 2.09371  0.42
H -3.08404 0.88084 -0.32979  0.39
H -2.52025 -0.35782 -1.60148  0.29
H -1.54487 1.09718 -1.24650  0.41
H -2.48235 -2.28992 0.74260  0.41
H -2.40317 -1.28097 2.13947  0.35
H -3.52547 -0.94034 0.88028  0.42
H 4.46432 -0.86359 0.27327  0.27
H 3.53326 -2.18600 -0.41170  0.24
H 2.69302 -1.07319 0.66424  0.31
H 1.80963 2.21436 -2.71067  0.34

Output
LUMO energy (alpha / beta) in eV: -2.43 / -2.43
ΔE to the lowest compared entry with this formula, charge and spin in kJ/mol: 0.0
Multiplicity: 1